1.
{"formula": "C11H12O2", "method": "the ωB97M-V functional and the def2-TZVPD basis", "relative_energy_kcal_mol": 137.62, "charge": 0, "smiles": "CCC[C@@H]1OC(=O)c2ccccc21", "total_energy_ev": -15691.0770, "homo_lumo_gap_ev": 9.5, "e_lumo_ev": -0.102, "symbols": ["C", "C", "C", "C", "C", "C", "C", "C", "C", "C", "C", "H", "H", "H", "H", "H", "H", "H", "H", "H", "H", "H", "H", "O", "O"], "xyz": [[3.80500, 0.56089, 0.56075], [2.91385, -0.65252, -0.11175], [1.35512, -0.93877, -0.04919], [0.31536, -0.02373, -0.74836], [-0.66937, 2.18395, -0.23257], [-1.56890, 1.14255, -0.01199], [-2.97138, 1.07489, 0.35582], [-3.80609, -0.02683, 0.32979], [-3.33511, -1.14512, -0.13967], [-1.95913, -1.31023, -0.34124], [-1.16609, -0.14085, -0.58505], [3.62537, 0.27740, 1.72709], [3.19447, 1.69741, 0.51669], [4.86415, 0.58440, 0.09995], [3.13086, -1.60083, 0.55370], [3.33588, -0.62558, -1.28287], [1.20837, -2.13783, -0.50631], [1.13363, -1.22102, 1.17806], [0.36221, 0.03805, -1.86192], [-3.22726, 2.02421, 1.00392], [-4.77316, -0.13129, 1.00297], [-3.97244, -2.17758, 0.06578], [-1.55292, -2.28119, -0.60664], [0.50133, 1.45606, -0.66827], [-0.74375, 3.37356, -0.24868]], "forces_ev_per_angstrom": [[-3.98, 0.97, 1.83], [1.45, -0.55, -1.41], [-0.56, -2.57, 1.85], [-0.21, 1.73, -2.55], [3.10, -0.23, -1.21], [-6.33, -5.80, -1.58], [1.74, 4.59, 2.67], [-3.09, 3.41, 3.13], [1.02, -7.57, 0.49], [0.66, 1.50, -2.77], [0.00, 0.08, 4.57], [1.52, 0.99, -2.55], [2.05, -3.37, -0.36], [-1.89, -0.08, 1.24], [0.90, 1.58, -2.00], [-1.35, -0.89, 3.05], [0.37, 3.69, 0.97], [0.10, 1.40, -3.38], [1.00, -1.45, 0.34], [-0.23, -1.87, -1.55], [1.80, 1.00, -1.93], [1.62, 2.78, -0.93], [-0.02, 0.05, 0.16], [0.15, 0.93, 1.65], [0.18, -0.31, 0.30]]}

---

2.
{"formula": "C4H7NO2", "method": "the ωB97M-V functional and the def2-TZVPD basis", "relative_energy_kcal_mol": 52.84, "charge": 0, "smiles": "O=C1CNC[C@@H]1O", "total_energy_ev": -9844.9885, "homo_lumo_gap_ev": 10.1, "e_lumo_ev": 0.916, "symbols": ["O", "C", "C", "N", "C", "C", "O", "H", "H", "H", "H", "H", "H", "H"], "xyz": [[-0.51576, -1.85679, -1.14630], [0.08089, -1.05949, -0.14505], [1.15541, -0.11104, -0.63970], [0.76376, 1.47911, -0.27297], [-0.53353, 1.56378, 0.38511], [-1.10757, 0.01001, 0.39543], [-2.23942, -0.37831, 0.53789], [-1.35236, -2.16264, -0.75504], [0.40135, -1.70973, 0.69337], [2.11195, -0.22681, -0.13045], [1.26767, -0.17786, -1.73070], [0.66862, 1.92465, -1.18156], [-1.28253, 2.18348, -0.14853], [-0.47613, 1.94283, 1.42413]], "forces_ev_per_angstrom": [[0.02, 0.27, 0.28], [-1.23, 1.72, 0.95], [-0.48, 2.06, 0.41], [0.08, -2.13, -0.84], [-0.83, -2.13, 0.16], [0.59, 0.02, -0.62], [1.24, 0.63, 0.03], [0.15, 0.07, -0.27], [-0.05, 0.56, -0.22], [-0.16, -0.19, -0.21], [0.01, 0.02, 0.41], [0.16, -0.12, 0.15], [0.41, -0.42, 0.19], [0.08, -0.35, -0.42]]}

---

3.
{"formula": "C24H32N4O4S", "method": "the ωB97M-V functional and the def2-TZVPD basis", "relative_energy_kcal_mol": 17.63, "charge": 0, "smiles": "CC(C)C[C@H](NC(=O)C1CCN(S(=O)(=O)c2ccccc2)CC1)C(=O)NCc1ccccn1", "total_energy_ev": -50394.5476, "homo_lumo_gap_ev": 9.7, "e_lumo_ev": 0.609, "symbols": ["C", "H", "H", "H", "C", "C", "H", "H", "H", "C", "H", "H", "C", "N", "C", "O", "C", "C", "C", "N", "S", "O", "O", "C", "C", "C", "C", "C", "C", "H", "H", "H", "H", "H", "C", "C", "H", "H", "H", "H", "H", "H", "H", "H", "H", "H", "H", "C", "O", "N", "H", "C", "C", "N", "C", "C", "C", "C", "H", "H", "H", "H", "H", "H", "H"], "xyz": [[-3.60393, -3.67699, -0.30403], [-3.56148, -4.04153, 0.72007], [-4.53954, -3.13851, -0.43832], [-3.60270, -4.53471, -0.97217], [-2.40970, -2.76991, -0.59596], [-1.10320, -3.53835, -0.42456], [-1.11866, -4.44258, -1.02882], [-0.25530, -2.93792, -0.73854], [-0.96351, -3.82388, 0.61596], [-2.47401, -1.54059, 0.31699], [-3.45569, -1.07370, 0.20144], [-2.38070, -1.85642, 1.35831], [-1.38666, -0.48765, 0.03254], [-0.18251, -0.72429, 0.79534], [1.03652, -0.80220, 0.21828], [1.19543, -0.95206, -0.97717], [2.19258, -0.68221, 1.20419], [3.42135, -1.42908, 0.68440], [4.63446, -1.15412, 1.57346], [4.87963, 0.25420, 1.75993], [5.96317, 1.00051, 0.74631], [6.16484, 2.32262, 1.26440], [7.08756, 0.11882, 0.62673], [5.18979, 1.14362, -0.86915], [5.32226, 0.11087, -1.77642], [4.67429, 0.19606, -2.99794], [3.90685, 1.31097, -3.29554], [3.79884, 2.35136, -2.38619], [4.44522, 2.26893, -1.16346], [4.39413, 3.06525, -0.43718], [3.20996, 3.22367, -2.62700], [3.39475, 1.37194, -4.24400], [4.76370, -0.60704, -3.71332], [5.93856, -0.73567, -1.51705], [3.74665, 1.01394, 2.22284], [2.51096, 0.81420, 1.34327], [2.69414, 1.22413, 0.34805], [1.66123, 1.34379, 1.77903], [3.52399, 0.69831, 3.24925], [4.05705, 2.05890, 2.23950], [4.47539, -1.60104, 2.56255], [5.54478, -1.57467, 1.14614], [3.61225, -1.10410, -0.33913], [3.22058, -2.50164, 0.66378], [1.89552, -1.08410, 2.17849], [-0.24650, -0.41008, 1.75484], [-1.10920, -0.49493, -1.02636], [-1.92694, 0.89012, 0.43007], [-1.57273, 1.45107, 1.44845], [-2.80382, 1.40857, -0.45100], [-3.15282, 0.81288, -1.18755], [-3.66543, 2.51251, -0.10786], [-5.10192, 2.06491, 0.00549], [-5.36034, 0.81350, -0.35078], [-6.60552, 0.37460, -0.27063], [-7.66147, 1.15645, 0.16467], [-7.39388, 2.46708, 0.53361], [-6.09362, 2.93248, 0.45381], [-5.84299, 3.94405, 0.73348], [-8.18706, 3.11368, 0.87933], [-8.66089, 0.75468, 0.21418], [-6.75373, -0.65402, -0.57324], [-3.58625, 3.30046, -0.86687], [-3.31498, 2.91610, 0.84695], [-2.47876, -2.43120, -1.63591]], "forces_ev_per_angstrom": [[0.17, 0.19, -0.19], [-0.01, -0.07, 0.15], [-0.16, 0.02, 0.01], [-0.04, -0.13, -0.04], [-0.04, -0.10, 0.34], [-0.13, 0.15, -0.20], [0.03, -0.13, -0.06], [0.17, 0.01, -0.03], [0.03, -0.06, 0.16], [0.03, -0.03, -0.42], [-0.03, -0.02, 0.04], [-0.04, 0.01, 0.09], [-0.07, -0.01, 0.25], [-0.42, 0.02, 0.13], [0.20, -0.20, 0.53], [0.12, 0.03, -0.37], [0.12, 0.10, -0.49], [-0.08, 0.05, 0.22], [-0.02, -0.62, -0.31], [0.83, 0.49, -0.52], [0.10, -0.05, 0.34], [-0.34, 0.05, -0.17], [-0.24, -0.18, -0.24], [0.36, -0.02, 0.58], [0.11, -0.11, -0.09], [0.01, -0.02, 0.06], [-0.01, 0.00, -0.03], [0.00, 0.00, 0.06], [-0.01, 0.18, 0.00], [-0.05, 0.14, 0.03], [-0.03, 0.07, -0.01], [-0.04, 0.01, -0.08], [0.02, -0.07, -0.05], [0.06, -0.14, -0.04], [-0.46, 0.55, -0.03], [0.09, -0.10, 0.28], [-0.08, 0.00, 0.03], [-0.02, 0.05, -0.03], [0.06, 0.05, -0.03], [-0.19, -0.01, 0.19], [0.09, 0.03, -0.04], [-0.11, -0.21, 0.13], [-0.06, -0.09, 0.06], [0.03, -0.03, -0.06], [-0.05, 0.00, 0.02], [0.14, 0.01, -0.08], [-0.06, 0.04, 0.10], [0.35, -0.25, -0.42], [-0.02, 0.10, 0.37], [-0.19, 0.32, -0.29], [0.09, -0.08, 0.15], [0.20, 0.10, 0.05], [-0.15, 0.08, 0.09], [0.31, 0.02, -0.11], [-0.41, -0.08, 0.03], [0.06, 0.01, 0.00], [0.10, -0.02, -0.03], [-0.03, -0.15, -0.06], [0.03, 0.12, 0.04], [-0.05, 0.05, 0.03], [-0.08, -0.06, 0.00], [-0.13, -0.07, 0.00], [-0.01, -0.03, 0.15], [-0.04, 0.01, -0.17], [-0.01, 0.05, 0.00]]}

---

4.
{"formula": "C29H45F5N2O7PmSSi2", "method": "the ωB97M-V functional and the def2-TZVPD basis", "multiplicity": 5, "relative_energy_kcal_mol": 0.00, "charge": -1, "total_energy_ev": -104851.7162, "s_squared": 6.00, "homo_lumo_gap_ev": [6.6, 6.6], "e_lumo_ev": [2.298, 2.298], "symbols": ["Pm", "C", "O", "C", "C", "O", "C", "C", "O", "C", "H", "H", "H", "H", "H", "H", "H", "H", "H", "H", "H", "H", "H", "H", "C", "C", "C", "C", "C", "C", "C", "S", "O", "O", "N", "C", "C", "O", "O", "H", "H", "H", "H", "H", "H", "H", "H", "H", "C", "Si", "C", "C", "C", "C", "C", "C", "C", "C", "N", "Si", "C", "C", "C", "H", "H", "H", "H", "H", "H", "H", "H", "H", "H", "H", "H", "H", "H", "H", "H", "H", "H", "H", "H", "H", "H", "F", "C", "F", "C", "F", "F", "F"], "xyz": [[-18.19856, -7.53693, -2.54015], [-19.29004, -10.35232, -6.20561], [-20.73646, -10.29728, -6.11122], [-21.34228, -9.07527, -6.26383], [-20.80106, -7.89879, -5.37578], [-20.51271, -8.10740, -4.01116], [-21.52339, -8.76900, -3.25682], [-21.07728, -8.71077, -1.79127], [-19.78701, -9.28684, -1.75848], [-19.69978, -10.63271, -1.35739], [-18.82633, -9.56466, -5.59864], [-19.01995, -11.27164, -5.78316], [-18.97307, -10.35199, -7.23058], [-21.31556, -8.59378, -7.26446], [-22.41513, -9.33015, -6.15460], [-19.82438, -7.62022, -5.80836], [-21.56631, -7.12300, -5.43991], [-22.48913, -8.31600, -3.40340], [-21.58257, -9.81924, -3.57383], [-20.98310, -7.65304, -1.49094], [-21.77090, -9.16676, -1.07913], [-20.44208, -11.29754, -1.86697], [-18.70646, -10.99396, -1.64959], [-19.76347, -10.84064, -0.28768], [-10.48924, -8.89990, -2.09024], [-11.70182, -8.00264, -1.98487], [-11.83754, -6.84486, -2.72300], [-13.01865, -6.13632, -2.73060], [-14.05071, -6.55121, -1.96831], [-13.98612, -7.69924, -1.17600], [-12.75999, -8.40030, -1.14517], [-15.59200, -5.67999, -2.20976], [-15.32605, -4.25931, -2.30999], [-16.45708, -6.11628, -1.10236], [-16.24552, -6.42648, -3.41847], [-15.84348, -6.49073, -4.73726], [-16.92984, -7.26329, -5.49259], [-16.75192, -7.66629, -6.62880], [-17.98255, -7.48367, -4.75214], [-9.83022, -8.53414, -2.85456], [-10.76755, -9.87414, -2.41017], [-9.90080, -8.98266, -1.12762], [-11.00742, -6.49652, -3.38078], [-13.06184, -5.20599, -3.28601], [-14.83512, -8.01681, -0.54911], [-12.75510, -9.37941, -0.65913], [-14.89562, -6.96862, -4.89006], [-15.71995, -5.53295, -5.22043], [-16.35686, -9.83404, -3.54849], [-15.59400, -11.31784, -2.71348], [-13.82461, -11.23051, -3.37684], [-16.50023, -12.79605, -3.58470], [-15.73169, -11.08391, -0.90205], [-16.38393, -10.15147, -0.07237], [-16.28050, -10.22756, 1.41848], [-16.93505, -9.36307, 2.26749], [-17.76149, -8.37858, 1.72454], [-17.79339, -8.32046, 0.36581], [-17.22749, -9.12199, -0.50936], [-14.74890, -12.40133, -0.07006], [-13.77946, -13.69242, -1.14303], [-13.37037, -11.71083, 1.00688], [-15.85564, -13.52035, 1.01712], [-16.04697, -9.78207, -4.56196], [-16.01937, -8.93452, -2.99728], [-17.44428, -9.89383, -3.52138], [-13.11137, -12.01565, -3.15926], [-13.44210, -10.31299, -2.89236], [-13.90770, -11.06805, -4.47289], [-15.85524, -13.61150, -3.38104], [-16.52970, -12.56056, -4.64002], [-17.48879, -13.06235, -3.16295], [-15.69348, -10.98141, 1.89902], [-16.79053, -9.42305, 3.37253], [-18.17638, -7.65351, 2.41396], [-18.38684, -7.47639, -0.05018], [-12.86834, -13.26187, -1.51319], [-14.31290, -14.10736, -2.03002], [-13.54276, -14.60842, -0.53960], [-12.51491, -11.36483, 0.39457], [-12.88809, -12.49273, 1.63923], [-13.64859, -10.84816, 1.67542], [-15.99451, -14.50086, 0.54659], [-16.84608, -13.04767, 1.14062], [-15.45841, -13.63381, 2.03952], [-19.98616, -4.99315, -0.81752], [-19.88797, -5.57422, -2.10890], [-21.23602, -5.86258, -2.46323], [-19.49528, -4.37791, -3.02679], [-18.24954, -3.91168, -2.72614], [-19.50154, -4.71565, -4.31488], [-20.30389, -3.26752, -2.88134]], "forces_ev_per_angstrom": [[1.05, 0.12, -0.06], [-1.23, 1.26, 0.44], [1.29, -0.95, -0.08], [-0.89, 1.22, 0.51], [-0.05, -0.58, -0.95], [-0.03, -0.81, 0.78], [0.43, -0.47, 0.36], [-0.53, 0.82, -0.66], [0.09, -0.27, 0.71], [0.35, -1.73, -0.64], [0.00, 0.02, -0.48], [0.34, -1.47, 0.62], [0.24, 0.40, -0.60], [0.45, -0.51, -0.07], [0.32, 0.51, 0.46], [-0.68, 0.32, 0.23], [0.17, 0.39, -0.24], [-0.49, 0.43, -0.03], [-0.03, 0.09, -0.05], [-0.01, -0.53, -0.10], [0.09, -0.29, -0.23], [0.31, 0.75, 0.16], [-0.17, 0.14, 0.00], [-0.22, 0.69, 0.19], [0.57, 0.92, 1.17], [-0.11, -0.80, 0.86], [1.28, 0.07, -0.95], [1.36, 0.90, -0.52], [-1.75, -0.07, 0.82], [0.89, -0.23, 0.52], [-1.30, 0.15, -0.93], [0.08, -0.33, 0.14], [0.09, -0.89, -0.23], [-0.56, 0.07, 0.08], [-0.69, 0.58, 2.42], [-0.03, 0.28, -1.60], [0.36, -0.32, 0.18], [-0.30, 0.16, 0.13], [-0.11, -0.23, -0.67], [0.51, 0.33, -0.31], [-0.40, -1.02, -0.06], [-0.73, 0.10, -0.96], [-0.63, -0.38, 0.62], [-0.25, -0.10, -0.06], [0.46, 0.19, -0.53], [0.25, 0.44, 0.16], [0.71, -0.73, -0.09], [-0.15, 0.68, -0.26], [-0.05, 0.47, 1.20], [-0.96, 0.46, -0.33], [-0.25, 0.54, -0.06], [-0.12, 1.05, 1.41], [0.42, -0.68, -0.06], [-0.66, 0.12, 1.40], [-0.46, 0.48, -0.67], [0.58, -0.75, 0.01], [0.41, 0.24, 1.05], [-1.19, 1.26, -0.01], [1.14, -0.79, -0.94], [0.02, -0.80, 0.54], [-1.03, -0.75, -0.11], [1.09, 0.49, 0.90], [-0.31, 0.47, 0.27], [0.16, 0.29, -1.09], [0.05, -0.28, -0.41], [-0.27, -0.15, -0.06], [-0.07, -0.25, -0.10], [-0.01, -0.17, -0.44], [0.27, -0.07, 0.56], [0.54, -1.20, -0.24], [-0.15, -0.15, -0.31], [0.37, 0.38, -0.36], [0.29, -0.35, -0.16], [-0.13, -0.12, -1.03], [-0.34, 0.16, -0.55], [0.13, -0.30, 0.24], [0.60, 0.09, -0.09], [0.19, 0.44, 0.54], [-0.10, 0.94, -0.17], [-0.45, 0.03, -0.01], [-0.54, 0.32, -0.19], [0.25, -0.88, -0.67], [0.04, 0.11, 0.19], [0.27, -0.22, -0.13], [0.01, -0.20, -0.35], [0.01, -0.47, -0.84], [0.04, 0.90, 0.10], [0.48, 0.54, 0.12], [-0.02, 1.28, 1.12], [-0.72, -0.70, -0.15], [-0.12, -0.16, -0.10], [0.22, -0.94, -0.27]]}